Entry 1:
57
Properties=species:S:1:pos:R:3:forces:R:3:mulliken_charge:R:1 method="wB97M-V/def2-TZVPD" total_charge=-1 spin_multiplicity=1 gap_ha=0.2333
N 0.9338 -3.4358 -0.8759 -2.2 -0.5 1.1 1.021
O -0.1486 -2.8610 -0.9071 -2.0 2.8 0.2 -0.671
O 1.7844 -3.1697 -0.0692 2.6 1.6 1.8 -0.675
O 1.0103 -4.4126 -1.5567 1.6 -3.8 -3.2 -0.671
C -1.9650 -4.2376 -6.2900 1.0 0.4 -0.4 -1.201
C -1.9227 -2.6985 -6.1470 1.0 0.8 1.3 0.629
C -1.8188 -1.8496 -7.4169 -1.0 -0.1 -0.6 -1.165
O -2.8778 -2.1380 -5.2387 -0.7 -0.1 -0.3 -0.605
H -2.2824 -4.5541 -7.2836 -0.4 -0.1 0.1 0.298
H -2.4129 -4.8245 -5.4881 -0.5 0.5 -0.1 0.332
H -0.9182 -4.5334 -6.2208 0.2 -0.2 -0.2 0.317
H -0.9994 -2.4431 -5.6270 0.4 -0.6 -0.1 0.171
H -2.6114 -1.1062 -7.5022 -0.3 -0.1 0.5 0.326
H -1.9805 -2.4478 -8.3136 0.6 -0.1 -0.2 0.287
H -0.9137 -1.2431 -7.4499 0.2 -0.5 -0.2 0.270
H -2.4082 -2.0350 -4.4078 -0.3 -0.1 0.2 0.340
C -0.1065 -2.8445 5.9265 -2.5 1.4 -1.0 -0.741
O -0.3374 -2.7034 4.4964 0.4 -1.1 -0.6 -0.317
C -1.7409 -2.4010 4.0934 2.2 0.7 2.4 -0.680
C -1.8308 -0.8830 4.1150 -0.4 0.1 -1.2 -0.294
N -1.0570 -0.2499 3.0406 0.2 -0.2 1.1 -0.148
C -1.3107 1.1648 2.8602 -0.1 -0.5 -0.6 -0.859
C -1.2500 2.0054 4.1248 0.7 -0.3 -1.0 -0.563
O 0.0993 1.9039 4.5625 -0.5 -1.1 -0.4 -0.291
C 0.5310 2.9009 5.4161 -0.7 0.0 0.5 -0.763
H 0.9072 -2.8589 6.3268 0.2 -0.4 -1.1 0.278
H -0.7454 -3.6340 6.3222 0.3 -0.5 0.1 0.303
H -0.5388 -1.9320 6.3371 0.0 0.3 0.6 0.252
H -2.3210 -2.8874 4.8777 -0.6 0.3 0.0 0.355
H -2.0997 -2.7856 3.1387 1.0 -0.3 -0.2 0.392
H -1.5108 -0.4365 5.0565 0.2 -0.3 0.1 0.147
H -2.8906 -0.6478 4.0179 -0.7 0.3 0.0 0.271
H -1.1099 -0.6682 2.1228 0.0 -0.6 0.2 0.201
H -2.2698 1.2710 2.3533 -0.6 0.6 0.1 0.414
H -0.5536 1.4477 2.1289 0.1 0.6 0.2 0.391
H -2.0182 1.6817 4.8271 0.3 -0.4 0.6 0.354
H -1.5511 3.0295 3.9039 0.4 0.4 -0.3 0.488
H -0.2559 3.0116 6.1621 0.0 0.8 0.4 0.337
H 0.6978 3.7985 4.8207 0.2 0.5 0.4 0.243
H 1.4141 2.5772 5.9669 0.2 0.0 -0.4 0.228
C 1.6196 1.2936 -2.6739 0.0 1.6 0.7 -1.364
C 2.8999 2.0770 -2.1941 0.0 -0.8 -0.2 0.441
C 2.7533 3.5905 -1.8664 -0.6 -2.2 0.1 -0.738
O 2.0206 3.6389 -0.6479 1.2 1.4 -1.1 -0.197
C 1.9570 4.9707 -0.1894 -1.5 -0.9 1.9 -0.831
N 3.3652 1.3339 -0.9895 -0.1 -0.3 -0.5 -0.626
H 1.1006 1.7318 -3.5263 0.5 0.2 -0.4 0.337
H 0.8763 1.4170 -1.8862 0.1 -0.6 0.3 0.317
H 1.8231 0.2460 -2.8958 0.1 0.1 0.3 0.385
H 3.6242 1.9974 -3.0047 0.3 0.2 -0.3 0.284
H 2.2350 4.1317 -2.6579 -0.3 0.0 -0.2 0.359
H 3.7542 4.0201 -1.8253 0.2 0.2 0.6 0.349
H 1.4651 5.6647 -0.8710 0.2 0.1 -0.3 0.315
H 2.8262 5.3945 0.3134 0.8 -0.1 -0.8 0.319
H 1.3202 4.8191 0.6821 -0.6 0.6 0.0 0.226
H 3.4088 0.3612 -1.2579 -0.6 -0.4 0.1 0.230
H 4.3307 1.4418 -0.7133 0.3 1.1 -0.1 0.193

Entry 2:
62
Properties=species:S:1:pos:R:3:forces:R:3:mulliken_charge:R:1 method="wB97M-V/def2-TZVPD" total_charge=+2 de_lowest_ev=0.0000 spin_multiplicity=1 gap_ha=0.3635
C 2.1036 2.2723 2.4779 -0.5 0.4 -0.2 -1.408
C 3.3159 1.5012 2.0074 -0.5 0.2 0.5 0.173
C 3.7880 0.5092 3.0388 0.5 -0.3 0.8 -0.635
O 4.7406 -0.3958 2.5225 -0.3 0.1 -0.4 -0.380
C 6.0092 0.1819 2.2622 0.5 0.1 0.6 -0.714
N 2.9429 0.7072 0.7961 0.3 -0.1 -0.5 0.066
H 2.6506 1.3347 0.0461 -0.1 -0.1 0.0 0.358
H 3.7424 0.1466 0.4878 0.0 0.1 0.1 0.461
H 2.1512 0.0599 0.9857 -0.2 0.4 0.1 0.202
H 1.2902 1.6100 2.7749 0.1 -0.1 0.1 0.241
H 1.7116 2.9249 1.6907 0.1 -0.1 0.0 0.401
H 2.3385 2.9330 3.3103 0.2 -0.1 0.1 0.448
H 4.1059 2.1935 1.7245 0.1 -0.1 -0.2 0.321
H 2.9738 -0.1033 3.4342 -0.2 0.0 -0.3 0.317
H 4.1699 1.0440 3.9201 0.1 0.1 -0.2 0.435
H 6.0174 0.9326 1.4640 -0.2 -0.1 -0.1 0.307
H 6.6862 -0.6263 2.0025 -0.1 0.0 -0.1 0.264
H 6.4016 0.6550 3.1712 -0.1 0.0 -0.1 0.333
C -2.9238 1.3309 -3.4586 -0.8 0.0 0.4 -1.337
C -1.5959 1.9101 -3.8571 0.3 -0.6 -0.3 0.240
C -1.3035 3.2626 -3.2737 -0.8 0.2 -0.2 -0.663
O -0.0408 3.6403 -3.7170 0.5 -0.1 0.2 -0.334
C 0.3861 4.8887 -3.1808 -0.6 -0.1 0.5 -0.712
N -0.4951 0.9810 -3.3714 -0.2 -0.6 0.3 -0.022
H -0.3809 1.1204 -2.3417 0.1 0.0 0.0 0.254
H -0.7818 0.0074 -3.4897 -0.1 0.1 0.0 0.402
H 0.4029 1.0797 -3.8420 -0.1 0.5 0.0 0.406
H -3.7208 2.0311 -3.7158 0.1 0.0 -0.2 0.409
H -3.0540 1.1667 -2.3838 0.4 0.0 0.0 0.232
H -3.1389 0.3884 -3.9638 0.1 0.0 -0.1 0.442
H -1.5125 1.8973 -4.9434 0.1 0.3 0.0 0.337
H -1.4006 3.1936 -2.1781 0.3 0.2 0.0 0.290
H -2.0808 3.9572 -3.6244 0.1 0.0 0.1 0.469
H 0.2896 4.8876 -2.0849 0.2 -0.2 -0.1 0.304
H -0.2791 5.6886 -3.5184 0.3 0.1 -0.3 0.305
H 1.4213 5.0224 -3.4633 0.0 0.2 -0.2 0.259
C -0.6596 -3.7157 2.2799 0.2 -0.1 0.6 -1.361
C -1.1765 -4.4888 1.0921 0.3 0.3 0.0 0.276
C -2.6754 -4.4143 0.9250 -0.3 -0.6 0.3 -0.795
O -2.9693 -3.1492 0.4160 0.0 -0.3 -0.3 -0.069
C -4.3594 -2.8891 0.3165 -0.3 0.4 0.1 -0.918
N -0.5135 -3.8858 -0.1458 -1.0 0.4 0.4 -0.117
H 0.4478 -3.6982 0.1294 0.2 -0.3 -0.7 0.356
H -0.6717 -4.4715 -0.9644 0.6 -0.1 0.0 0.404
H -0.9577 -2.9692 -0.3662 -0.1 0.0 0.4 0.219
H -1.1473 -4.0718 3.1874 0.0 -0.1 -0.1 0.415
H -0.8560 -2.6454 2.2269 0.0 0.0 -0.2 0.240
H 0.4078 -3.9106 2.4264 0.0 0.2 0.0 0.436
H -0.8218 -5.5158 1.1423 -0.1 -0.1 0.0 0.361
H -3.1263 -4.5781 1.9141 0.0 0.1 0.0 0.404
H -3.0380 -5.2520 0.3073 -0.1 0.3 -0.3 0.481
H -4.8970 -3.6678 -0.2287 0.1 -0.1 0.0 0.367
H -4.4721 -1.9496 -0.2196 0.1 0.0 0.0 0.214
H -4.7900 -2.7664 1.3148 0.0 -0.1 -0.1 0.346
C -1.9583 0.7914 1.3417 0.3 -0.1 0.0 0.611
F -1.4350 1.7805 2.0426 0.2 0.4 0.3 -0.200
F -2.4076 -0.1391 2.1728 -0.1 -0.1 0.0 -0.193
F -2.9497 1.2618 0.6036 -0.3 0.0 -0.2 -0.209
S -0.6638 0.0939 0.2523 -0.3 -0.1 0.0 1.163
O -1.3297 -0.9978 -0.4324 0.4 0.0 -0.3 -0.994
O -0.3106 1.2257 -0.6045 0.3 -0.2 -0.1 -0.951
O 0.3999 -0.3116 1.1615 0.1 -0.2 -0.1 -0.962

Entry 3:
57
Properties=species:S:1:pos:R:3:forces:R:3:mulliken_charge:R:1 method="wB97M-V/def2-TZVPD" total_charge=-1 spin_multiplicity=1 gap_ha=0.2602
N 1.9529 -1.1091 -0.0472 0.5 0.1 -0.3 -0.454
C 2.0046 0.3022 0.3247 0.0 0.0 0.9 -0.451
C 0.9212 0.7839 1.3285 -0.5 0.1 -0.6 -0.773
C -0.4498 0.0692 1.2398 -0.1 0.4 0.5 -0.643
Ga -1.9608 1.3379 0.7117 0.2 -0.4 -0.2 0.167
C -3.5354 0.1712 -0.0217 0.6 0.1 0.0 -0.727
O -3.1944 -1.2609 0.0382 -0.3 0.0 0.2 -0.066
N -4.2814 -2.0142 0.3036 0.2 0.1 0.1 0.093
O -3.9915 -3.1257 0.6118 0.0 -0.1 -0.2 -0.378
H 1.5120 -1.2452 -0.9469 -0.2 -0.1 0.2 0.180
H 1.4759 -1.6566 0.6548 -0.2 0.1 -0.1 0.253
H 1.9899 0.9414 -0.5554 -0.1 -0.2 -0.2 0.231
H 2.9749 0.4725 0.7996 0.1 0.2 -0.1 0.162
H 0.7550 1.8428 1.1060 0.2 0.1 0.1 0.304
H 1.3115 0.7699 2.3487 0.1 -0.2 0.0 0.254
H -0.4372 -0.8060 0.5929 0.0 0.0 -0.1 0.292
H -0.6973 -0.3054 2.2373 -0.1 -0.1 0.0 0.403
H -1.4381 2.3478 -0.4479 0.0 -0.1 -0.1 -0.312
H -2.4907 2.2158 1.9278 -0.1 -0.1 0.1 -0.252
H -3.7120 0.4101 -1.0702 -0.3 0.0 0.0 0.257
H -4.4251 0.3137 0.5859 -0.2 0.0 -0.2 0.399
C 5.3883 -0.9777 -3.0148 0.0 -0.1 0.1 -1.509
C 4.3229 0.0717 -2.7382 0.3 0.1 -0.1 0.911
C 4.2523 1.1077 -3.8511 -0.1 0.1 0.0 -1.403
O 4.5676 0.7048 -1.4890 0.0 0.1 0.1 -0.476
H 6.3772 -0.5116 -3.0761 0.0 0.0 -0.1 0.421
H 5.4151 -1.7077 -2.2058 -0.1 0.0 0.0 0.312
H 5.1960 -1.5017 -3.9533 0.0 0.0 0.0 0.347
H 3.3549 -0.4192 -2.6325 0.0 0.0 0.1 0.062
H 5.2044 1.6407 -3.9386 0.0 -0.1 0.0 0.349
H 3.4812 1.8471 -3.6336 0.0 0.0 0.0 0.352
H 4.0285 0.6429 -4.8133 0.0 0.0 0.0 0.361
H 5.4212 1.1507 -1.5357 0.0 0.0 -0.1 0.304
C 2.1946 -5.8438 -1.1487 0.1 0.0 0.1 -1.455
C 1.5652 -4.4717 -1.3397 -0.1 -0.2 -0.3 0.610
C 0.2465 -4.5605 -2.0920 0.0 0.1 0.0 -1.296
O 2.4685 -3.6061 -2.0217 0.1 0.1 0.0 -0.404
H 2.4134 -6.3018 -2.1183 -0.1 0.0 0.0 0.360
H 3.1366 -5.7585 -0.6058 0.0 0.0 0.0 0.350
H 1.5313 -6.5104 -0.5950 0.0 0.0 0.0 0.376
H 1.3961 -4.0104 -0.3665 0.1 0.1 0.0 0.122
H 0.4053 -4.9790 -3.0913 0.0 -0.1 0.0 0.355
H -0.1896 -3.5692 -2.2151 0.0 0.0 0.1 0.317
H -0.4709 -5.1900 -1.5640 0.0 0.0 0.0 0.379
H 2.6476 -3.9818 -2.8915 -0.1 0.0 0.0 0.298
C -5.0075 5.1100 5.0113 0.1 0.1 0.1 -1.249
C -4.3979 4.9135 3.6286 -0.3 -0.4 0.1 0.321
C -5.4623 4.5750 2.5943 0.0 0.1 -0.1 -1.187
O -3.4073 3.8999 3.6562 0.1 0.5 0.3 -0.448
H -5.4944 4.1894 5.3454 -0.1 0.0 -0.1 0.324
H -4.2317 5.3524 5.7387 0.0 0.0 0.0 0.311
H -5.7499 5.9117 5.0117 0.0 0.0 0.0 0.365
H -3.8789 5.8262 3.3294 0.1 0.0 0.0 0.234
H -5.9605 3.6372 2.8544 0.0 0.0 0.1 0.316
H -5.0064 4.4390 1.6141 0.0 0.0 0.0 0.297
H -6.2184 5.3615 2.5270 0.0 0.0 0.0 0.385
H -3.8232 3.0646 3.8983 0.1 -0.1 -0.2 0.353

Entry 4:
65
Properties=species:S:1:pos:R:3:forces:R:3:mulliken_charge:R:1 method="wB97M-V/def2-TZVPD" total_charge=-1 de_lowest_ev=9.2545 spin_multiplicity=1 gap_ha=0.0875
K -5.5676 0.2432 -1.6885 0.7 -0.2 0.3 0.591
C -1.0304 -1.1763 0.1283 -3.3 1.5 -3.0 0.636
O -1.6332 -1.9226 -0.6781 -2.9 -3.0 -2.9 -0.777
O -0.0997 -1.6319 0.6838 6.5 -2.1 4.7 -0.692
O -1.4607 -0.0073 0.1455 -0.9 4.0 1.1 -0.742
C 3.3731 -2.9967 5.2705 0.0 -0.9 0.1 -0.262
C 1.9973 -2.9003 5.7980 -1.0 3.6 0.3 -0.425
O 1.0486 -3.4790 4.9760 -0.8 -1.6 -0.3 -0.517
O 3.6150 -4.3534 5.3255 2.2 -2.5 0.1 -0.540
H 4.1275 -2.5176 5.8946 -0.1 0.1 0.1 0.263
H 3.5096 -2.6529 4.2452 -0.4 0.5 -0.1 0.251
H 1.7649 -1.8381 5.8737 -0.2 0.6 0.1 0.289
H 1.8398 -3.2299 6.8250 0.4 -0.7 -0.2 0.270
H 1.0358 -3.1071 4.0910 0.1 0.4 -0.1 0.329
H 2.9683 -4.8975 4.8702 -0.3 0.5 -0.2 0.343
C 4.4487 0.2984 -1.0531 -0.2 -0.2 0.9 -0.641
C 4.7855 1.1256 0.2429 0.4 -1.2 -2.3 -0.170
O 3.6065 1.2945 0.9597 0.1 0.8 0.8 -0.468
O 4.0452 -1.0451 -0.8043 0.5 -0.1 0.4 -0.506
H 5.2748 0.1693 -1.7524 0.1 0.5 0.1 0.341
H 3.5910 0.7903 -1.5118 0.2 0.4 -0.3 0.344
H 5.2353 2.0539 -0.1094 -0.7 0.6 0.0 0.281
H 5.6350 0.7001 0.7771 -0.3 -0.7 0.5 0.216
H 3.0004 0.5646 0.8135 0.0 -0.1 0.1 0.284
H 3.1936 -1.0861 -0.3631 -0.3 0.0 -0.1 0.316
C -0.2163 0.5209 -6.2939 -0.3 -0.3 -0.7 -0.285
C 0.0733 0.1077 -7.7344 0.4 -0.2 -0.8 -0.324
O 1.1637 0.8036 -8.3471 0.0 0.4 0.5 -0.526
O -1.2679 -0.3729 -5.8885 0.4 0.6 0.1 -0.520
H -0.5869 1.5422 -6.3820 -0.2 0.1 0.4 0.169
H 0.6031 0.5391 -5.5753 0.2 -0.3 -0.3 0.349
H -0.8458 0.3421 -8.2715 -0.2 0.0 -0.1 0.219
H 0.2421 -0.9546 -7.9109 -0.1 -0.3 0.8 0.287
H 1.2195 0.5132 -9.2604 0.0 0.0 0.0 0.303
H -1.0155 -0.7307 -5.0342 -0.2 -0.1 0.2 0.328
C -3.1592 -6.6302 1.2030 1.7 -2.8 -0.1 -0.359
C -1.9125 -7.2082 0.4974 0.0 0.0 0.6 -0.407
O -0.7987 -6.3959 0.5942 1.6 0.8 0.5 -0.505
O -3.8120 -5.7805 0.3973 -2.0 2.0 -1.4 -0.501
H -2.9234 -6.2514 2.1975 0.3 0.2 0.1 0.264
H -3.7949 -7.5082 1.3177 -0.4 0.0 0.3 0.269
H -2.0420 -7.3984 -0.5681 -0.9 -0.2 -0.1 0.269
H -1.5911 -8.1447 0.9532 -0.3 -0.2 0.2 0.278
H -0.9899 -5.4562 0.5498 -0.1 0.2 -0.2 0.332
H -3.2655 -5.0995 -0.0017 0.3 0.2 0.2 0.356
C -0.9272 5.3932 -1.9330 0.9 0.6 0.4 -0.320
C -0.4076 6.8138 -2.1870 -0.5 -0.5 0.8 -0.435
O 0.1483 7.3844 -0.9706 -0.4 -0.2 -1.3 -0.519
O 0.1595 4.5158 -1.5721 -0.9 0.7 -0.2 -0.495
H -1.4652 4.9811 -2.7866 -0.1 0.2 -0.2 0.330
H -1.5956 5.4916 -1.0776 -0.3 -0.1 0.0 0.244
H -1.2883 7.4032 -2.4421 0.1 0.2 0.1 0.298
H 0.2481 6.8487 -3.0570 0.5 0.0 0.2 0.264
H 0.7724 6.7448 -0.6197 0.1 -0.2 0.0 0.331
H -0.3345 3.7805 -1.2021 0.6 -0.6 0.3 0.300
C -2.2310 3.9481 3.6238 -0.5 -1.0 -0.8 -0.585
C -3.7687 3.8367 3.3344 1.1 1.5 0.5 -0.206
O -4.0670 3.2127 2.1221 0.2 -0.7 -0.5 -0.454
O -1.5813 2.6937 3.8335 -0.4 0.3 0.8 -0.491
H -2.0231 4.5880 4.4813 -0.2 -0.2 0.1 0.335
H -1.7464 4.4043 2.7605 -0.2 0.4 -0.2 0.305
H -4.1075 4.8615 3.1824 -0.1 0.3 0.4 0.256
H -4.3468 3.4329 4.1656 0.2 -0.4 0.1 0.224
H -3.3160 2.6515 1.9155 -0.1 -0.5 -0.3 0.296
H -1.5061 2.1781 3.0272 0.1 0.0 -0.3 0.313